A cluster of 3 separate species, C38H55BBrN2O13P2 in total at a distorted geometry, computed with ωB97M-V/def2-TZVPD.

XYZ file:
```
112
Properties=species:S:1:pos:R:3:forces:R:3
C 3.00025 7.03347 0.21043 0.2 0.1 -0.8
C 2.27569 5.87331 -0.61972 1.0 0.2 0.1
O 0.98673 5.46863 -0.04395 1.4 -1.2 -1.9
C 0.46796 4.52099 -1.04129 -1.0 1.1 -1.1
C -0.65841 3.54285 -0.47075 0.1 0.7 0.1
C -0.26713 1.95227 -0.45534 0.6 2.8 0.8
C 1.19486 1.96033 0.27448 0.4 -1.2 0.9
C 1.27733 2.75023 1.64600 1.3 2.5 3.2
C 0.24500 2.78300 2.78595 3.4 1.6 0.1
C 0.55390 3.59828 4.07507 1.8 -0.1 -1.8
C 1.85407 4.40573 4.31290 -0.2 -1.6 -3.2
C 2.15586 5.20552 5.65861 -0.8 -1.2 0.2
C 2.90840 4.36997 3.16283 -3.4 -1.9 -0.2
C 2.60363 3.56010 1.89125 -1.7 0.0 2.1
O -1.24831 1.36521 0.41999 0.7 -0.8 -1.8
C -2.32816 0.65789 -0.22978 0.1 0.2 0.7
B -3.56545 1.58626 -0.75589 -2.6 2.0 -1.1
O -3.85179 1.85161 -2.15860 0.6 -0.7 2.4
O -4.56580 2.18060 0.12861 2.9 -0.6 -1.5
C -4.13239 3.48226 0.61118 -1.6 1.3 1.9
C -5.30023 3.98155 1.63542 -0.4 -1.1 -0.3
P -3.13958 -0.24868 1.29403 -2.0 -1.0 1.0
N -1.96302 -1.34528 2.03057 -0.6 0.9 -0.4
O -3.39679 0.91924 2.55583 0.8 -1.6 -1.3
C -1.86114 -0.50956 -1.25360 -2.1 -1.9 1.9
C -3.03788 -1.14187 -2.13359 -1.1 -0.2 -0.3
C -2.89173 -2.75282 -2.32454 0.6 -1.0 2.8
O -2.75228 -3.53627 -1.37073 -0.6 3.2 -4.1
Br -2.96553 -3.36547 -4.23931 0.0 0.3 1.4
N -0.54167 -0.20707 -1.97398 0.0 -0.2 1.2
C 0.46818 -0.92107 -1.06290 2.8 -0.6 2.1
C 0.63999 -2.48664 -1.19292 0.4 -1.2 0.8
C 2.07163 -2.98166 -1.80379 -0.8 -1.0 1.1
O 1.81422 -3.67359 -3.05230 0.4 0.2 0.7
C -0.47122 -0.72931 -3.37369 -0.2 -1.6 -2.7
C 0.82456 -0.42555 -4.25029 0.4 0.2 -2.6
C 0.85984 -1.56763 -5.42113 -0.1 1.2 -0.6
O 2.11415 -0.42977 -3.64264 -0.2 0.7 0.7
C -0.20553 1.29320 -1.94553 1.5 0.0 1.1
P -0.86134 2.36470 -3.33868 3.1 3.9 -3.1
O 0.31148 3.26014 -3.87466 -2.2 -2.4 1.8
H 3.86023 6.62698 0.85291 -1.6 0.5 -0.7
H 2.26273 7.64520 0.82596 1.0 -0.9 -0.8
H 3.49947 7.73989 -0.55272 -0.8 -1.0 1.2
H 2.14655 6.16438 -1.73224 0.0 -0.2 1.8
H 2.99975 4.96860 -0.63628 -1.2 1.2 0.0
H 1.31446 4.00152 -1.62695 -1.3 0.6 1.2
H -0.04412 5.19779 -1.83160 0.8 -1.2 1.0
H -0.89349 3.91627 0.60050 0.7 -1.1 -1.6
H -1.62727 3.76621 -1.02894 1.2 -0.6 0.6
H 1.54551 0.89259 0.55481 -0.8 1.5 -0.6
H 2.02393 2.33943 -0.43704 -1.6 -0.3 1.1
H -0.71833 2.19036 2.69382 1.4 1.0 0.2
H -0.24014 3.56069 4.90026 1.3 0.2 -1.3
H 1.25148 5.85942 5.95359 1.6 -0.9 -0.6
H 3.12707 5.80068 5.64550 -1.4 -0.8 -0.3
H 2.25688 4.40765 6.49085 -0.1 1.3 -1.2
H 3.88732 4.95795 3.28802 -1.7 -1.1 -0.3
H 3.41401 3.53827 1.07777 -1.4 0.0 1.3
H -4.68867 2.36434 -2.23512 0.7 -0.5 0.2
H -4.10988 4.24199 -0.23936 0.4 -1.1 1.0
H -3.17646 3.42768 1.22963 -1.0 -0.1 -1.2
H -6.04232 4.69745 1.13135 1.3 -0.8 0.9
H -4.88196 4.36828 2.62199 -0.5 -0.2 -1.5
H -5.92473 3.04528 1.90507 1.1 1.4 -0.4
H -2.09013 -1.27509 3.05701 0.4 -0.1 -0.9
H -2.16778 -2.31174 1.71501 0.1 0.8 0.5
H -4.09028 0.52947 3.14057 0.6 0.4 -0.8
H -1.70836 -1.39323 -0.51263 0.5 1.3 -1.5
H -3.26631 -0.60551 -3.11342 0.5 -0.9 1.3
H -4.03863 -1.11067 -1.54562 1.7 0.2 -0.6
H 0.23747 -0.70043 0.05034 -0.2 -0.1 -2.1
H 1.53428 -0.48549 -1.17472 -2.0 -0.5 -0.4
H -0.22086 -3.05541 -1.71022 1.4 1.1 0.6
H 0.64438 -2.92704 -0.12175 -0.3 1.1 -1.6
H 2.83833 -2.14385 -1.87046 -1.2 -1.1 -0.5
H 2.52287 -3.77108 -1.08702 -0.8 1.4 -0.9
H 1.58974 -4.59524 -2.80951 0.2 0.8 -0.3
H -1.33682 -0.37213 -4.05538 1.3 -0.2 1.6
H -0.60634 -1.87545 -3.45905 0.3 1.8 1.0
H 0.73300 0.56028 -4.85239 -0.2 -1.3 1.4
H 1.14890 -1.04507 -6.41171 -0.5 -0.8 1.6
H 1.66017 -2.35461 -5.23833 -1.4 0.9 0.2
H -0.19369 -1.97725 -5.57692 1.5 0.2 0.2
H 2.53358 0.46140 -3.64249 -0.7 -0.8 -0.2
H 0.93827 1.31004 -2.14363 -2.0 0.1 -0.2
H -1.29225 1.68972 -4.53369 -0.4 -0.4 1.2
H -1.91182 3.27671 -3.03665 0.1 -1.1 0.4
C -1.77829 -7.63414 -0.95275 0.0 0.3 0.0
C -1.72457 -6.44697 -0.34750 0.1 -0.1 -0.3
C -1.57217 -6.33967 1.11888 0.0 0.2 0.2
O -1.52482 -5.25410 1.67214 0.0 -0.1 -0.1
C -1.48008 -7.59821 1.88866 0.0 -0.3 0.0
C -1.53379 -8.78586 1.28393 0.0 0.2 0.3
C -1.68618 -8.89346 -0.18306 0.0 -0.5 -0.2
O -1.73318 -9.97511 -0.73534 0.0 0.3 0.2
H -1.89039 -7.73118 -2.02550 0.0 0.0 0.0
H -1.78966 -5.51546 -0.89534 0.0 -0.1 0.1
H -1.36803 -7.50092 2.96131 0.0 0.0 0.0
H -1.46856 -9.71714 1.83277 0.0 0.0 0.0
C 4.41403 -3.11299 1.56852 0.2 -0.1 0.0
C 5.16724 -3.94440 2.28944 0.0 0.2 -0.3
C 4.66237 -4.54407 3.54339 0.3 -0.4 0.3
O 5.34831 -5.30008 4.20195 -0.2 0.2 -0.2
C 3.29069 -4.18744 3.96524 -0.3 0.2 0.0
C 2.53811 -3.35591 3.24371 0.0 -0.1 0.2
C 3.04315 -2.75707 1.99091 -0.1 0.1 0.0
O 2.35408 -1.99817 1.32980 0.1 0.0 0.0
H 4.76772 -2.66418 0.64846 0.0 0.0 0.0
H 6.17310 -4.21619 1.99410 0.0 0.0 0.0
H 2.93671 -4.63588 4.88504 0.0 0.0 0.0
H 1.53208 -3.08374 3.53857 0.0 0.0 0.0
```
Positions in Å, forces in eV/Å.

Summary:
Total charge: +1
E_HOMO: -0.3746 Eh
LUMO energy: -3.588 eV
2S+1: 1
Largest force on an atom: 5.8 eV/Å
Calculated total energy: -5849.5900 hartree

=====

The ion C38H55N12O5 with charge +1 at a distorted geometry, computed with ωB97M-V/def2-TZVPD.

XYZ file:
```
110
Properties=species:S:1:pos:R:3:forces:R:3
C 2.69575 3.95114 -3.74479 -0.2 -0.4 -0.3
C 2.27869 2.96698 -4.28422 0.1 0.2 0.3
C 1.77036 1.74974 -4.89769 -0.3 -0.3 -0.3
H 0.67568 1.79178 -4.92592 0.2 0.0 -0.1
H 2.14515 1.67599 -5.92745 -0.1 -0.1 0.1
O 2.08377 0.56226 -4.17552 -0.2 0.3 0.0
C 3.35714 0.00085 -4.42450 0.7 0.0 0.2
C 4.49129 0.71204 -3.67421 -0.3 0.0 -0.3
H 4.43625 1.78689 -3.87314 0.1 -0.2 -0.1
H 5.45189 0.33514 -4.03949 0.0 0.0 0.0
O 4.38336 0.56316 -2.27269 -0.2 -0.1 0.1
C 5.20606 -0.40590 -1.65238 -0.2 -0.2 0.3
H 5.72868 0.09622 -0.83125 0.1 -0.1 -0.1
C 4.40363 -1.59260 -1.09961 0.2 0.2 -0.3
O 3.31440 -1.22650 -0.27522 0.1 0.0 0.0
C 3.62326 -0.56686 0.94142 -0.1 0.2 0.1
H 4.53246 -0.99749 1.37237 0.0 0.0 0.0
H 2.78703 -0.79411 1.61109 0.1 0.1 0.0
C 3.74243 0.97551 0.80921 -0.1 -0.2 -0.1
N 2.92673 1.66038 1.77337 0.3 0.0 0.3
C 1.61705 1.96721 1.67324 -0.3 0.3 0.0
N 1.03989 2.23709 2.83801 0.0 -0.1 0.5
C -0.27805 2.41744 2.79499 0.4 0.2 -0.5
N -0.93121 2.57682 3.96884 0.0 0.1 0.1
C -2.31815 2.18195 4.06595 -0.3 0.1 0.0
C -2.38808 0.85454 4.86691 -0.3 0.2 -0.1
N -1.11686 0.17276 4.73597 0.1 0.0 0.3
C -0.73113 -0.61733 3.71401 -0.3 -0.2 0.0
O 0.43623 -0.88943 3.49141 0.1 -0.2 -0.2
C -1.81184 -1.25568 2.82507 0.1 -0.2 0.4
N -1.56336 -0.83066 1.47480 0.6 0.2 -0.4
C -0.47143 -1.03177 0.71305 -0.2 0.2 -0.6
C -0.81007 -0.47378 -0.50313 0.3 -0.3 0.5
N -2.06467 0.01270 -0.39784 -0.1 0.2 -0.6
N -2.50409 -0.20785 0.78025 -1.1 0.2 0.6
C -0.04426 -0.33192 -1.77063 -0.2 -0.3 -0.2
N 1.29662 0.24438 -1.49091 0.1 0.0 -0.1
H 1.23160 1.04480 -0.75772 0.1 -0.3 -0.4
H 1.93792 -0.46310 -1.08180 -0.1 0.2 -0.2
H -0.59642 0.38838 -2.38138 0.1 0.0 0.1
C 0.06289 -1.64233 -2.57637 -0.1 0.0 0.1
C -1.32191 -2.00196 -3.11192 0.3 0.1 0.0
H -1.28578 -2.92589 -3.67948 0.0 -0.1 -0.1
H -1.70121 -1.21735 -3.76153 -0.1 0.1 -0.1
H -2.02407 -2.13771 -2.29349 -0.1 -0.1 0.1
C 0.65122 -2.79705 -1.75817 0.1 0.1 -0.3
C 1.18071 -3.91846 -2.64557 -0.1 0.1 0.2
H 0.37920 -4.37125 -3.22119 -0.1 -0.1 -0.1
H 1.93151 -3.54517 -3.34051 0.1 0.0 -0.1
H 1.63582 -4.69417 -2.03549 0.1 -0.1 0.0
H -0.12112 -3.19990 -1.10308 0.0 0.1 0.1
H 1.47013 -2.44375 -1.12933 0.0 0.0 0.1
H 0.72275 -1.43485 -3.42596 0.0 0.0 0.0
H 0.40375 -1.51527 1.08674 0.2 -0.2 0.1
H -2.82095 -0.91146 3.04987 0.2 0.0 -0.1
C -1.72364 -2.79835 2.93392 -0.1 0.0 -0.1
C -2.10164 -3.46616 1.65317 0.2 -0.2 0.2
C -1.38436 -4.36397 0.91661 -0.1 0.1 0.3
C -2.14017 -4.65457 -0.25441 -0.4 0.2 -0.1
C -1.93293 -5.47425 -1.36449 -0.1 0.1 0.0
C -2.88658 -5.48656 -2.35630 0.1 -0.1 -0.2
C -4.04224 -4.70438 -2.26701 -0.1 0.1 0.0
C -4.27742 -3.89231 -1.17862 -0.1 0.0 0.0
C -3.31894 -3.87611 -0.17400 0.2 -0.4 -0.4
N -3.27317 -3.17421 0.99780 -0.1 0.1 0.3
H -3.97681 -2.52551 1.30739 0.1 0.0 -0.1
H -5.17033 -3.29002 -1.10690 -0.1 0.1 0.0
H -4.76525 -4.74261 -3.06739 -0.1 0.0 -0.1
H -2.74858 -6.11496 -3.22362 0.0 -0.1 -0.1
H -1.04463 -6.08364 -1.43470 0.1 -0.1 0.0
H -0.43359 -4.78301 1.18088 0.2 0.0 0.1
H -2.36903 -3.12397 3.75365 0.0 0.0 0.0
H -0.69816 -3.08386 3.17558 -0.1 0.0 0.0
C -0.07533 0.86700 5.48041 0.4 0.0 0.1
C -0.19445 2.38172 5.19653 0.1 0.0 0.1
H -0.73982 2.89333 5.99224 0.0 0.0 0.0
H 0.79131 2.82910 5.08595 -0.1 0.0 0.2
H 0.88381 0.48239 5.13423 -0.1 0.1 0.1
H -0.19159 0.65295 6.54555 0.0 0.0 0.0
H -2.52781 1.05827 5.93156 -0.1 -0.1 -0.1
H -3.22454 0.24333 4.53705 0.0 0.0 0.1
H -2.69820 2.05865 3.05081 -0.1 0.0 0.2
H -2.89196 2.96241 4.57302 0.0 -0.1 -0.1
N -0.98411 2.52178 1.66999 -0.3 0.1 0.0
C -0.28416 2.44759 0.54502 0.1 -0.3 0.3
N 1.00635 2.03137 0.48058 0.3 0.4 0.2
N -0.90746 2.74173 -0.60616 0.1 0.1 0.0
C -0.19750 3.20709 -1.77641 0.2 0.5 -0.2
C -0.42473 4.72128 -1.93026 0.3 -0.3 -0.1
H 0.04200 5.24198 -1.07898 0.0 0.0 -0.1
O -1.79195 5.02828 -1.99544 -0.1 0.1 -0.2
C -2.46372 4.61025 -0.82658 -0.1 -0.3 0.2
C -2.31198 3.10092 -0.62148 -0.4 0.3 0.0
H -2.76045 2.78743 0.31761 -0.1 0.0 -0.1
H -2.78118 2.56124 -1.44861 0.0 0.0 0.1
H -3.51125 4.87827 -0.96368 0.0 0.0 0.1
H -2.06096 5.14084 0.04916 0.0 0.0 0.0
H 0.01962 5.07566 -2.86180 0.0 0.0 0.1
H -0.60100 2.70207 -2.65930 0.1 0.0 -0.1
H 0.86880 3.01160 -1.68007 -0.1 0.0 -0.1
H 1.72013 0.56026 -2.38193 -0.1 -0.1 0.3
H 3.22534 1.60548 2.73659 -0.1 0.0 -0.1
H 3.44877 1.28821 -0.19393 0.1 0.0 0.0
H 4.77427 1.29301 0.97607 -0.1 0.0 -0.1
H 3.94943 -2.16240 -1.91383 0.1 0.0 0.0
H 5.09054 -2.24767 -0.54906 0.0 0.0 0.0
H 5.95766 -0.79506 -2.34620 0.0 0.0 0.0
H 3.57544 0.01290 -5.49905 -0.1 0.0 0.0
H 3.28137 -1.03838 -4.09127 0.1 0.0 -0.1
H 3.06762 4.82820 -3.30439 0.2 0.5 0.3
```
Positions in Å, forces in eV/Å.

Summary:
Total charge: +1
E_HOMO: -0.3626 Eh
Energy above the lowest of the compared OMol25 structures with the same formula, charge and spin: 18.5 kcal per mole
LUMO energy: -1.438 eV
2S+1: 1
Largest force on an atom: 1.3 eV/Å
Calculated total energy: -2514.0829 hartree